[1]
DFT (ωB97M-V/def2-TZVPD) results for a cluster of 2 separate species, C9H17BrO2Si in total in a non-equilibrium geometry.

Summary:
HOMO level (alpha / beta)   -7.80 / -7.80 eV
Relative energy (zero: lowest compared OMol25 entry of this formula, charge and spin)   162.4 kJ/mol
Orbital gap (alpha / beta)   7.1 / 7.1 eV
LUMO (alpha / beta)   -0.0244 / -0.0244 Ha

Positions of all 30 atoms, in Å:
1 C 0.10 -0.44 4.28
2 C 0.73 -0.13 3.09
3 C 0.90 -1.18 2.11
4 C -0.53 0.71 0.36
5 C 1.56 1.13 3.04
6 C -2.87 1.05 0.47
7 C 0.10 -2.22 -1.91
8 C 1.89 0.14 -2.33
9 C -0.97 0.41 -3.52
10 O -1.52 1.05 1.04
11 O -0.80 0.26 -0.85
12 Si 0.07 -0.36 -2.11
13 Br 2.48 -1.21 1.08
14 H -0.01 0.25 4.97
15 H -0.27 -1.36 4.53
16 H 1.86 1.54 2.01
17 H 2.52 0.97 3.57
18 H 0.97 1.84 3.44
19 H -3.53 1.45 1.34
20 H -3.31 0.12 0.28
21 H -2.83 1.55 -0.60
22 H -0.85 -2.69 -1.77
23 H 0.45 -2.66 -2.74
24 H 0.65 -2.59 -1.09
25 H 2.17 1.09 -1.97
26 H 2.50 -0.64 -1.79
27 H 2.08 0.14 -3.51
28 H -0.51 1.37 -3.78
29 H -1.03 -0.24 -4.41
30 H -2.00 0.64 -3.24

[2]
DFT (ωB97M-V/def2-TZVPD) results for an isolated molecule of C9H17ClO2 in a non-equilibrium geometry.

Summary:
HOMO level   -10.29 eV
Relative energy (zero: lowest compared OMol25 entry of this formula, charge and spin)   261.9 kJ/mol
SMILES string   CCCC[C@@H](CC)COC(=O)Cl
Orbital gap   10.9 eV
LUMO   0.0231 Ha

Positions of all 29 atoms, in Å:
1 C -2.49 -1.45 -0.24
2 C -0.97 -2.12 -0.12
3 C -0.16 -1.55 1.13
4 C -0.06 0.00 1.17
5 C 0.09 0.71 -0.28
6 C 0.11 2.13 -0.06
7 C -1.42 2.50 -0.04
8 C 1.29 0.16 -1.04
9 O 2.52 0.61 -0.28
10 C 3.59 -0.34 -0.47
11 O 3.85 -1.08 -1.42
12 Cl 4.81 0.01 0.81
13 H -3.36 -1.63 0.54
14 H -3.08 -2.01 -1.08
15 H -2.20 -0.46 -0.59
16 H -0.54 -1.94 -0.98
17 H -1.05 -3.26 0.21
18 H 0.98 -1.76 0.89
19 H -0.49 -1.97 2.07
20 H 0.95 0.26 1.75
21 H -0.95 0.53 1.75
22 H -0.86 0.21 -0.93
23 H 0.69 2.36 0.92
24 H 0.59 2.68 -0.95
25 H -1.06 3.55 0.45
26 H -2.05 2.42 -1.17
27 H -1.70 1.93 0.82
28 H 1.31 -0.80 -0.84
29 H 1.65 0.32 -2.02

[3]
DFT (ωB97M-V/def2-TZVPD) results for a cluster of 4 separate species, C9H17FN2O9S in total in a non-equilibrium geometry.

Summary:
HOMO level   -10.23 eV
Relative energy (zero: lowest compared OMol25 entry of this formula, charge and spin)   0.0 kJ/mol
SMILES string   O=C1OC[C@@H](F)O1.C[N+](=O)[O-].C[N+](=O)[O-].O=S1(=O)CCCC1
Orbital gap   10.1 eV
LUMO   -0.0051 Ha

Positions of all 39 atoms, in Å:
1 O -2.12 -2.47 -0.78
2 C -1.16 -2.52 -1.59
3 O -0.72 -3.57 -2.38
4 C 0.42 -3.16 -3.06
5 C 0.62 -1.73 -2.68
6 F 0.35 -0.92 -3.73
7 O -0.31 -1.43 -1.80
8 H 1.30 -3.78 -2.91
9 H 0.15 -3.19 -4.12
10 H 1.60 -1.42 -2.33
11 C 3.30 -1.67 2.27
12 N 2.41 -1.14 3.32
13 O 1.45 -0.34 3.08
14 O 2.71 -1.43 4.41
15 H 3.21 -2.75 2.37
16 H 4.32 -1.29 2.27
17 H 2.89 -1.42 1.29
18 C 2.19 1.76 -1.82
19 N 2.95 0.50 -1.94
20 O 3.24 -0.15 -0.97
21 O 3.28 0.06 -3.09
22 H 1.76 1.97 -2.80
23 H 2.82 2.59 -1.52
24 H 1.33 1.57 -1.17
25 O -0.22 2.41 0.72
26 S -1.53 1.88 0.28
27 O -1.70 1.54 -1.15
28 C -1.82 0.47 1.38
29 C -3.16 0.89 2.11
30 C -3.40 2.41 2.12
31 C -2.89 2.95 0.80
32 H -0.89 0.42 1.95
33 H -1.98 -0.34 0.67
34 H -4.03 0.38 1.68
35 H -3.06 0.57 3.15
36 H -2.74 2.87 2.85
37 H -4.44 2.67 2.31
38 H -2.41 3.92 0.69
39 H -3.72 2.90 0.09

[4]
DFT (ωB97M-V/def2-TZVPD) results for the ion C9H17N2 with charge +1 in a non-equilibrium geometry.

Summary:
HOMO level   -14.35 eV
Relative energy (zero: lowest compared OMol25 entry of this formula, charge and spin)   287.4 kJ/mol
SMILES string   C[C@@H]1C=NC=[NH+][C@H]1C(C)(C)C
Total charge   +1
Orbital gap   8.9 eV
LUMO   -0.1992 Ha

Positions of all 28 atoms, in Å:
1 C -2.07 1.65 0.83
2 C -1.07 0.99 -0.17
3 C -1.81 0.17 -1.11
4 N -2.27 -1.01 -0.78
5 C -1.91 -1.45 0.38
6 N -0.87 -1.02 1.11
7 C -0.02 0.06 0.61
8 C 1.25 -0.27 -0.21
9 C 1.92 -1.36 0.64
10 C 2.17 0.96 -0.09
11 C 0.86 -0.60 -1.65
12 H -1.73 1.66 1.87
13 H -3.11 1.24 0.89
14 H -2.10 2.77 0.64
15 H -0.53 1.77 -0.80
16 H -2.11 0.43 -2.20
17 H -2.63 -2.15 0.63
18 H -0.44 -1.43 1.92
19 H 0.31 0.51 1.57
20 H 2.91 -1.60 0.16
21 H 1.32 -2.24 0.73
22 H 2.01 -0.81 1.62
23 H 2.19 1.61 0.86
24 H 3.24 0.66 -0.09
25 H 2.25 1.55 -1.04
26 H 1.53 -1.32 -2.21
27 H 0.87 0.29 -2.32
28 H -0.13 -1.05 -1.80

[5]
DFT (ωB97M-V/def2-TZVPD) results for the ion C9H17N2 with charge +1 in a non-equilibrium geometry.

Summary:
HOMO level   -12.54 eV
Relative energy (zero: lowest compared OMol25 entry of this formula, charge and spin)   188.5 kJ/mol
SMILES string   CCc1c(CC)[n+](C)cn1C
Total charge   +1
Orbital gap   9.9 eV
LUMO   -0.0953 Ha

Positions of all 28 atoms, in Å:
1 C -2.65 1.54 -0.92
2 C -1.83 1.17 0.35
3 C -0.83 0.08 0.22
4 C 0.70 0.09 0.04
5 C 1.65 1.26 -0.20
6 C 2.93 1.24 0.58
7 N 1.06 -1.23 -0.02
8 C 2.42 -1.66 -0.28
9 C -0.08 -1.96 0.06
10 N -1.16 -1.20 0.11
11 C -2.51 -1.68 0.40
12 H -3.73 1.17 -0.86
13 H -2.22 1.13 -1.82
14 H -2.75 2.65 -1.05
15 H -2.50 0.95 1.07
16 H -1.29 2.05 0.65
17 H 1.65 1.36 -1.25
18 H 1.20 2.22 0.20
19 H 3.09 0.88 1.63
20 H 3.24 2.33 0.83
21 H 3.82 0.85 0.06
22 H 2.67 -0.87 -1.03
23 H 3.07 -1.29 0.51
24 H 2.66 -2.61 -0.61
25 H -0.14 -3.06 -0.06
26 H -2.61 -1.67 1.45
27 H -3.15 -1.01 -0.03
28 H -2.73 -2.73 -0.01

[6]
DFT (ωB97M-V/def2-TZVPD) results for the ion C9H17N2 with charge +1 in a non-equilibrium geometry.

Summary:
HOMO level   -12.72 eV
Relative energy (zero: lowest compared OMol25 entry of this formula, charge and spin)   444.6 kJ/mol
SMILES string   CC(C)=C[C@@]1(C)[NH2+]C[C@@H]2CN21
Total charge   +1
Orbital gap   9.8 eV
LUMO   -0.1088 Ha

Positions of all 28 atoms, in Å:
1 C 3.60 -0.48 0.40
2 C 2.19 0.01 0.38
3 C 1.82 1.44 0.56
4 C 1.15 -0.79 0.04
5 C -0.24 -0.48 -0.36
6 C -0.65 -0.64 -1.77
7 N -1.20 -1.34 0.49
8 C -2.51 -0.65 0.38
9 C -2.18 0.64 0.83
10 C -2.08 1.64 -0.24
11 N -0.88 1.02 0.27
12 H 3.74 -0.92 -0.54
13 H 4.29 0.40 0.55
14 H 3.72 -1.20 1.17
15 H 1.68 1.85 -0.44
16 H 0.86 1.78 0.93
17 H 2.61 1.98 1.00
18 H 1.49 -1.82 -0.09
19 H -1.62 -0.25 -2.03
20 H -0.67 -1.64 -2.04
21 H 0.10 -0.05 -2.38
22 H -0.75 -1.25 1.47
23 H -1.29 -2.32 0.21
24 H -3.23 -1.11 0.98
25 H -2.71 -0.80 -0.67
26 H -2.40 0.93 1.81
27 H -2.64 1.41 -1.18
28 H -2.21 2.62 0.27

[7]
DFT (ωB97M-V/def2-TZVPD) results for the ion C9H17N2O with charge +1 in a non-equilibrium geometry.

Summary:
HOMO level   -13.12 eV
Relative energy (zero: lowest compared OMol25 entry of this formula, charge and spin)   0.0 kJ/mol
SMILES string   O[C@@]12CCC[C@@H]1/C=[NH+]/CCCN2
Total charge   +1
Orbital gap   9.4 eV
LUMO   -0.1352 Ha

Positions of all 29 atoms, in Å:
1 O 0.92 -1.48 1.41
2 C -0.10 -0.72 0.88
3 C -1.46 -0.84 1.60
4 C -1.81 0.51 2.24
5 C -1.08 1.53 1.37
6 C 0.30 0.91 1.21
7 C 1.16 1.21 0.11
8 N 0.68 1.21 -1.10
9 C 1.42 0.81 -2.27
10 C 0.99 -0.64 -2.60
11 C 0.89 -1.45 -1.31
12 N -0.21 -0.95 -0.50
13 H 0.88 -1.50 2.38
14 H -1.41 -1.64 2.34
15 H -2.23 -1.12 0.88
16 H -1.44 0.56 3.26
17 H -2.89 0.67 2.26
18 H -1.02 2.51 1.85
19 H -1.60 1.65 0.42
20 H 0.83 0.92 2.16
21 H 2.23 1.11 0.22
22 H -0.32 1.31 -1.23
23 H 2.48 0.84 -2.03
24 H 1.21 1.47 -3.11
25 H 1.72 -1.09 -3.27
26 H 0.02 -0.63 -3.10
27 H 0.74 -2.51 -1.55
28 H 1.80 -1.37 -0.72
29 H -1.13 -1.22 -0.83